Below is C24H18Cl5N4O2RuS as an isolated structure, with properties calculated with the ωB97M-V functional and the def2-TZVPD basis.

gap between HOMO and LUMO (alpha / beta)	5.00 / 6.10	eV
2S+1	6
<S²>	8.798
strongest force on any atom	0.54	eV/A

Each line ends with the Löwdin spin population.
Atoms and positions in Å:
Ru  0.3110  -0.3005  -0.4746  3.126
Cl  3.3815  -0.5046  -0.4923  0.046
C  2.7454  -0.7278  -2.0858  0.022
C  1.3814  -0.5018  -2.2781  0.027
C  0.9381  -0.5284  -3.5942  0.021
Cl  -0.6839  -0.0409  -3.9900  0.008
C  1.7734  -0.8862  -4.6556  -0.003
Cl  1.1688  -0.9619  -6.2657  -0.001
C  3.1095  -1.1844  -4.4113  0.014
Cl  4.1432  -1.6596  -5.6987  0.005
C  3.6088  -1.0802  -3.1149  -0.003
Cl  5.2696  -1.3866  -2.8004  0.001
N  -1.8339  1.2574  -1.1722  0.076
N  -3.0561  0.6064  -1.0416  0.007
C  -3.1338  -0.7257  -1.2079  0.026
N  -4.3813  -1.2334  -1.2146  0.012
S  -1.8054  -1.7341  -1.4113  0.138
H  -1.7064  1.9357  -0.4307  0.000
H  -1.7143  1.6728  -2.0912  0.001
H  -3.9034  1.1581  -1.0331  0.002
H  -5.1703  -0.6869  -0.9121  0.002
H  -4.4658  -2.2348  -1.1873  0.002
C  1.8511  3.6549  -1.7554  0.071
C  1.7361  4.3623  -0.5643  0.022
C  1.1948  3.7598  0.5510  0.053
C  0.7704  2.4205  0.5193  0.049
C  0.9471  1.6795  -0.6769  0.083
C  1.4547  2.3250  -1.8025  0.022
C  0.1142  1.7737  1.6236  0.215
C  -0.0214  2.3253  2.8991  0.005
C  -0.6856  1.6592  3.8887  0.208
C  -1.2435  0.3612  3.6178  0.029
C  -1.9250  -0.3672  4.5946  0.043
C  -2.4448  -1.6221  4.3322  0.034
C  -2.2778  -2.1639  3.0642  0.045
C  -1.6089  -1.4573  2.0775  0.037
C  -1.0805  -0.1892  2.3234  0.036
N  -0.4297  0.5263  1.3210  0.261
H  2.2584  4.1269  -2.6397  0.004
H  2.0571  5.3950  -0.5117  0.000
H  1.0795  4.3361  1.4591  0.002
H  1.5679  1.8017  -2.7391  0.001
H  0.4180  3.2921  3.1014  -0.005
H  -0.7874  2.0827  4.8792  0.013
H  -2.0334  0.0734  5.5793  0.001
H  -2.9651  -2.1721  5.1051  0.001
H  -2.6637  -3.1505  2.8382  0.002
H  -1.4791  -1.9120  1.1045  0.002
C  1.6527  -3.9017  1.2943  0.006
C  1.2385  -2.5526  0.7859  0.018
O  1.3775  -1.5240  1.4627  0.109
O  0.7217  -2.4844  -0.3878  0.103
H  2.1474  -3.8067  2.2564  0.002
H  2.3150  -4.3735  0.5688  0.001
H  0.7675  -4.5309  1.3937  0.001

Atoms 1-6, force components in eV/Å:
-0.4 -0.2 0.3
0.1 -0.1 -0.1
0.0 0.0 0.0
0.3 0.0 -0.1
-0.1 0.0 0.0
0.1 0.1 -0.1



Below is an isolated ion of composition C3H9N2 and charge +1 in a non-equilibrium geometry, with properties calculated with the ωB97M-V functional and the def2-TZVPD basis.

charge	+1
gap between HOMO and LUMO	10.72	eV
strongest force on any atom	4.18	eV/A

Each line ends with the natural charge from an NBO analysis.
Atoms and positions in Å:
C  -1.8469  -0.0388  0.2038  -0.427
N  -0.4721  -0.5524  -0.1322  -0.525
C  0.7637  0.1571  0.5077  0.007
C  1.9952  0.7004  -0.2080  -0.227
N  2.1520  -0.6425  0.1980  -0.535
H  -1.8799  0.0699  1.2574  0.235
H  -2.2129  0.8675  -0.2080  0.258
H  -2.5652  -0.7853  0.0113  0.245
H  -0.5228  -0.3616  -1.1117  0.442
H  -0.1676  -1.5682  0.0313  0.475
H  0.7630  0.5874  1.4666  0.247
H  1.9347  1.0253  -1.2717  0.213
H  2.5690  1.4147  0.3069  0.231
H  1.9949  -1.3776  -0.5058  0.362

Atoms 1-6, force components in eV/Å:
0.2 -1.2 2.3
2.0 0.9 0.6
3.1 -1.4 -2.3
-1.9 0.2 -3.1
-2.2 -0.1 1.5
0.0 0.3 1.1



Below is C6H11N as an isolated structure in a non-equilibrium geometry, with properties calculated with the ωB97M-V functional and the def2-TZVPD basis.

gap between HOMO and LUMO	7.39	eV
strongest force on any atom	7.61	eV/A

Each line ends with the natural charge from an NBO analysis.
Atoms and positions in Å:
C  -2.6394  -0.4879  0.2780  -0.657
C  -2.1155  0.7301  -0.4757  -0.530
C  -1.0901  0.5875  0.4882  0.180
N  0.3097  0.9111  0.1953  -0.590
C  1.4018  -0.0304  0.5151  -0.245
C  2.8646  0.4819  -0.8825  -0.332
C  2.0226  -0.6673  -0.6543  -0.345
H  -3.6708  -0.8118  -0.1325  0.243
H  -2.1095  -1.4661  0.1267  0.199
H  -2.8776  -0.4231  1.3378  0.209
H  -2.7425  1.5116  -0.5847  0.230
H  -0.9923  0.5154  1.5617  0.184
H  0.4596  1.2798  -0.7558  0.374
H  0.8805  -0.9237  1.0526  0.152
H  2.0439  0.5196  1.2731  0.247
H  3.1845  -0.7174  -0.3898  0.302
H  3.4332  0.5465  -1.7721  0.136
H  1.6374  -1.5559  -1.1811  0.243

Atoms 1-6, force components in eV/Å:
-4.6 -3.4 -1.1
3.6 -3.4 4.1
5.0 4.6 -3.4
-1.3 -0.7 -1.5
-3.8 -2.4 5.5
0.4 0.1 -1.6



E_tot (a.u.)
-4088.81637 -228.85140 -289.57075
M (g mol⁻¹)
704.8 73.1 97.2
Energy relative to the best compared isomer or geometry (same formula, charge and spin) (kJ/mol)
61.2 355.5 1052.7